This record from the Open Molecules 2025 dataset describes 2 unconnected molecules or ions with the total composition CH5FP2. The level of theory is the ωB97M-V functional and the def2-TZVPD basis.

E_HOMO ... -9.18 eV
Lowest unoccupied orbital energy ... 0.3 eV
HOMO-LUMO gap ... 0.3472 Ha
Spin multiplicity ... 1

Each line ends with the Löwdin charge.
Element x y z (Å)
C: -0.03895 -0.38814 0.04878  -1.05
F: -0.06639 -1.65811 -0.37145  -0.11
P: 1.59595 0.44265 -0.16067  0.73
P: -1.47742 0.65764 -0.40213  0.74
H: -0.18901 -0.45224 1.79796  0.16
H: 2.29206 -0.37024 0.72727  -0.12
H: 1.32038 1.41126 0.80011  -0.11
H: -2.31544 -0.42301 -0.68808  -0.11
H: -1.12117 0.78019 -1.75181  -0.12

This record from the Open Molecules 2025 dataset describes 2 unconnected molecules or ions with the total composition CH4NO2P. The level of theory is the ωB97M-V functional and the def2-TZVPD basis.

E_HOMO ... -9.45 eV
Lowest unoccupied orbital energy ... 0.5 eV
SMILES string ... NP=O.C=O
HOMO-LUMO gap ... 0.3643 Ha
Spin multiplicity ... 1

Each line ends with the Löwdin charge.
Element x y z (Å)
N: 1.32132 0.85174 0.15811  -0.18
P: -0.07286 1.60919 0.84529  0.72
O: -0.06124 2.95824 0.35381  -0.49
H: 1.84436 1.62397 -0.17179  0.00
H: 1.60742 0.03312 0.63881  0.00
C: -1.12213 -1.74804 -0.49384  -0.15
O: -1.30113 -0.57395 -0.45684  -0.09
H: -0.68585 -2.28348 0.39081  0.08
H: -1.52988 -2.47079 -1.26435  0.09

This record from the Open Molecules 2025 dataset describes a single Cl2H2NOP molecule. The level of theory is the ωB97M-V functional and the def2-TZVPD basis.

E_HOMO (alpha / beta) ... -5.51 / -10.89 eV
Lowest unoccupied orbital energy (alpha / beta) ... 0.7 / -1.7 eV
<S²> ... 2.011
HOMO-LUMO gap (alpha / beta) ... 0.2264 / 0.3365 Ha
Spin multiplicity ... 3

Each line ends with the Löwdin charge.
Element x y z (Å)
N: -1.27570 0.11963 -1.03939  -0.11
O: -0.08661 -0.10492 1.54257  -0.29
P: 0.31425 -0.13047 -0.03578  -0.08
Cl: 1.35917 -1.77791 -0.37963  0.24
Cl: 1.73578 1.23351 -0.24133  0.24
H: -1.06150 0.86319 -1.67931  -0.06
H: -0.98540 -0.20303 1.83288  0.06

| no. | molecular weight (g/mol) |
| --- | --- |
| 1 | 97.997 |
| 2 | 93.022 |
| 3 | 133.902 |